Entry 1:
Entry from OMol25: a 10-piece molecular cluster, C14H48N8O10 overall (ωB97M-V/def2-TZVPD).

LUMO   0.0021 Eh
Relative energy (zero: lowest compared OMol25 entry of this formula, charge and spin)   499.2 kJ/mol
SMILES   NC(N)=O.NC(N)=O.NC(N)=O.NC(N)=O.CCO.CCO.CCO.CCO.CO.CO
Charge   0

```
80
C14H48N8O10, DFT ωB97M-V/def2-TZVPD
N 1.66 -4.42 -1.18
C 0.97 -4.59 -0.06
N 1.02 -5.79 0.39
O 0.21 -3.67 0.50
H 1.66 -3.37 -1.39
H 2.66 -4.76 -1.26
H 1.70 -6.49 0.05
H 0.47 -5.98 1.24
N 0.65 0.08 -3.95
C 1.66 0.86 -3.74
N 1.26 2.01 -3.34
O 2.92 0.62 -4.20
H 0.96 -0.79 -4.44
H -0.30 0.12 -3.49
H 1.95 2.59 -2.96
H 0.25 2.24 -3.01
N 1.73 4.88 0.93
C 1.15 3.74 0.78
N 0.88 3.46 -0.46
O 0.84 2.82 1.78
H 2.00 5.21 1.83
H 1.71 5.58 0.16
H 0.62 2.45 -0.60
H 1.51 3.78 -1.19
N -4.81 0.11 -0.63
C -4.83 -0.50 0.49
N -3.97 -0.05 1.32
O -5.74 -1.48 0.76
H -5.61 -0.18 -1.20
H -4.15 0.82 -0.91
H -3.92 -0.45 2.24
H -3.31 0.68 1.03
C -2.64 2.51 3.24
C -2.43 3.18 1.95
O -2.16 2.20 1.01
H -1.79 1.83 3.53
H -3.52 1.92 3.38
H -2.64 3.26 4.02
H -1.64 3.97 2.05
H -3.27 3.78 1.80
H -2.01 2.57 0.13
C -1.21 -2.66 -2.68
C -2.41 -2.59 -1.75
O -3.29 -1.64 -2.22
H -1.47 -2.64 -3.70
H -0.47 -3.47 -2.45
H -0.69 -1.74 -2.52
H -2.15 -2.34 -0.73
H -2.79 -3.58 -1.79
H -3.79 -1.37 -1.46
C -0.70 -0.84 3.82
C -0.28 0.10 4.95
O 0.77 -0.50 5.64
H -1.58 -0.38 3.32
H -1.22 -1.75 4.15
H 0.02 -1.15 3.08
H -1.13 0.50 5.57
H 0.16 0.98 4.55
H 0.88 -0.05 6.48
C 3.23 -1.59 -0.10
C 2.97 -1.62 -1.60
O 1.67 -1.80 -1.73
H 4.30 -1.75 -0.04
H 2.80 -2.42 0.50
H 2.95 -0.68 0.30
H 3.41 -2.47 -2.18
H 3.34 -0.67 -2.02
H 1.46 -1.80 -2.72
C 0.00 -0.15 0.29
O 0.60 0.67 -0.75
H -0.22 0.33 1.25
H 0.64 -1.08 0.48
H -0.99 -0.37 -0.15
H 0.93 0.08 -1.43
C 3.69 2.40 -1.21
O 3.32 3.52 -1.95
H 4.69 2.47 -0.80
H 3.85 1.62 -1.91
H 2.99 1.97 -0.50
H 4.05 3.67 -2.60
```

Entry 2:
Entry from OMol25: a 2-piece molecular cluster, C3H4OS overall (ωB97M-V/def2-TZVPD).

LUMO (alpha / beta)   0.0032 / -0.0058 Eh
Relative energy (zero: lowest compared OMol25 entry of this formula, charge and spin)   151.6 kJ/mol
⟨S²⟩   2.009
Spin multiplicity   3
Charge   0

```
9
C3H4OS, DFT ωB97M-V/def2-TZVPD
C -2.14 2.11 0.30
C 1.22 -0.05 -0.53
C 0.63 -1.37 -0.40
O -1.23 1.39 0.10
S 2.37 0.70 0.26
H -2.33 2.57 1.22
H 0.10 -1.39 0.58
H 1.47 -2.21 -0.41
H -0.07 -1.74 -1.13
```

Entry 3:
Entry from OMol25: C4H11NO3S2 as an isolated structure (ωB97M-V/def2-TZVPD).

LUMO   0.0076 Eh
Relative energy (zero: lowest compared OMol25 entry of this formula, charge and spin)   403.7 kJ/mol
Charge   0

```
21
C4H11NO3S2, DFT ωB97M-V/def2-TZVPD
C -0.96 0.18 0.35
C -2.44 0.29 0.87
C -0.39 -1.16 -0.20
C 1.12 -1.21 -0.71
H -0.52 2.19 -0.33
H -1.70 1.29 -1.56
H -0.24 0.58 1.06
H -2.70 -0.30 1.82
H -2.69 1.36 1.08
H -4.68 0.84 -0.48
H -0.72 -2.05 0.71
H -0.76 -1.69 -1.41
H 1.65 -2.21 -0.56
H 1.15 -0.99 -1.80
H 1.12 1.61 -0.79
N -0.63 1.17 -0.81
O 2.11 1.28 -0.81
O 3.52 -0.72 0.05
O 1.66 0.43 1.46
S -3.94 -0.32 -0.14
S 2.20 -0.02 0.17
```

Entry 4:
Entry from OMol25: one molecule with the formula C5H9NO (ωB97M-V/def2-TZVPD).

LUMO   0.0376 Eh
Relative energy (zero: lowest compared OMol25 entry of this formula, charge and spin)   195.5 kJ/mol
SMILES   N/C=C/CCC=O
Charge   0

```
16
C5H9NO, DFT ωB97M-V/def2-TZVPD
N 2.53 1.35 -0.76
C 1.53 0.40 -0.87
C 0.23 0.67 -0.94
C -0.87 -0.29 -0.67
C -1.40 -0.23 0.76
C -1.39 -1.49 1.58
O -1.96 -1.59 2.63
H 3.48 1.13 -0.97
H 2.35 2.15 -0.19
H 1.82 -0.65 -0.90
H -0.04 1.71 -0.73
H -0.62 -1.34 -0.90
H -1.70 -0.21 -1.38
H -2.40 0.20 0.76
H -0.85 0.47 1.39
H -0.71 -2.28 1.19
```

Entry 5:
Entry from OMol25: one molecule with the formula C2H4N2 (ωB97M-V/def2-TZVPD).

LUMO   0.0325 Eh
Relative energy (zero: lowest compared OMol25 entry of this formula, charge and spin)   314.6 kJ/mol
SMILES   C=NN=C
Charge   0

```
8
C2H4N2, DFT ωB97M-V/def2-TZVPD
C 1.58 0.07 -0.12
N 0.59 -0.84 0.17
N -0.71 -0.76 -0.32
C -1.60 0.07 0.05
H 2.40 -0.27 0.39
H 1.54 0.99 -0.82
H -1.23 0.64 1.06
H -2.57 0.09 -0.40
```

Entry 6:
Entry from OMol25: H24KrO12 as an isolated structure (ωB97M-V/def2-TZVPD).

LUMO   -0.0030 Eh
Relative energy (zero: lowest compared OMol25 entry of this formula, charge and spin)   91.5 kJ/mol
Charge   0

```
37
H24KrO12, DFT ωB97M-V/def2-TZVPD
Kr 0.05 0.60 -0.34
O -3.89 -0.44 -1.59
H -3.43 -0.66 -0.78
H -4.42 -1.22 -1.78
O 2.47 -0.59 -3.07
H 3.00 0.13 -3.41
H 1.92 -0.19 -2.40
O 2.04 -2.60 -1.29
H 1.14 -2.29 -1.40
H 2.49 -2.36 -2.10
O -0.40 -2.87 0.65
H 0.04 -3.71 0.56
H -0.80 -2.71 -0.20
O 0.85 3.49 2.10
H 1.21 2.66 2.39
H 1.03 3.52 1.16
O -1.69 3.60 -0.93
H -0.77 3.88 -0.90
H -1.83 3.15 -0.10
O -2.21 2.51 -3.54
H -1.90 2.98 -2.77
H -3.15 2.40 -3.40
O -0.20 -0.88 2.94
H 0.23 -1.13 2.12
H 0.30 -1.32 3.62
O 2.72 1.34 2.70
H 2.83 1.45 3.64
H 2.67 0.40 2.56
O -2.29 1.13 2.92
H -1.90 1.91 3.31
H -1.54 0.64 2.57
O 2.54 -1.80 1.51
H 2.30 -2.12 0.64
H 2.58 -2.59 2.05
O -0.42 -2.04 -2.18
H -0.50 -2.82 -2.72
H -1.06 -1.43 -2.54
```

Entry 7:
Entry from OMol25: one molecule with the formula C4H8O2 (ωB97M-V/def2-TZVPD).

LUMO   0.0344 Eh
Relative energy (zero: lowest compared OMol25 entry of this formula, charge and spin)   155.7 kJ/mol
SMILES   COCCC=O
Charge   0

```
14
C4H8O2, DFT ωB97M-V/def2-TZVPD
C -0.63 -2.01 0.57
O 0.16 -1.04 -0.07
C -0.57 0.14 -0.27
C 0.37 1.18 -0.83
C 1.37 1.60 0.22
O 1.95 2.66 0.17
H -0.01 -2.90 0.72
H -1.50 -2.28 -0.05
H -0.99 -1.65 1.55
H -0.96 0.51 0.69
H -1.42 -0.03 -0.94
H -0.19 2.07 -1.12
H 0.90 0.82 -1.73
H 1.51 0.92 1.09
```

Entry 8:
Entry from OMol25: one molecule with the formula C4H9NO (ωB97M-V/def2-TZVPD).

LUMO   0.0394 Eh
Relative energy (zero: lowest compared OMol25 entry of this formula, charge and spin)   141.6 kJ/mol
SMILES   CC/N=C/CO
Charge   0

```
15
C4H9NO, DFT ωB97M-V/def2-TZVPD
C -2.04 0.83 -0.19
C -0.95 0.30 -1.12
N 0.29 0.28 -0.37
C 0.78 -0.82 0.00
C 1.96 -0.81 0.93
O 2.37 0.50 1.23
H -2.21 0.12 0.63
H -1.71 1.78 0.26
H -2.98 1.00 -0.71
H -1.22 -0.70 -1.50
H -0.83 0.97 -1.98
H 0.35 -1.80 -0.28
H 2.79 -1.38 0.50
H 1.66 -1.34 1.85
H 1.74 1.07 0.76
```

Entry 9:
Entry from OMol25: C65H56CrOP2S as an isolated structure (ωB97M-V/def2-TZVPD).

LUMO (alpha / beta)   0.0870 / 0.0868 Eh
⟨S²⟩   0.886
Spin multiplicity   2
Charge   -1

```
126
C65H56CrOP2S, DFT ωB97M-V/def2-TZVPD
Cr 0.62 -0.22 0.45
O 0.38 1.23 1.85
S -0.65 1.21 -1.00
C 0.34 2.41 -1.87
C -0.18 3.64 -2.18
C 0.59 4.70 -2.71
C 1.92 4.47 -2.93
C 3.02 5.39 -3.39
C 4.28 4.49 -3.45
C 3.80 3.12 -3.03
C 4.45 1.93 -2.92
C 3.70 0.80 -2.54
C 2.36 0.83 -2.21
P 1.55 -0.76 -1.70
C 2.78 -1.97 -2.43
C 3.57 -2.73 -1.59
C 4.49 -3.64 -2.10
C 4.62 -3.80 -3.47
C 3.82 -3.04 -4.33
C 2.91 -2.13 -3.81
C 0.31 -1.06 -3.03
C -0.36 -2.28 -2.99
C -1.28 -2.62 -3.97
C -1.57 -1.73 -4.99
C -0.93 -0.50 -5.03
C 0.01 -0.17 -4.06
C 1.69 2.09 -2.23
C 2.43 3.18 -2.71
C -1.65 2.23 0.06
C -1.28 3.45 0.57
C -2.19 4.28 1.27
C -3.49 3.87 1.40
C -4.71 4.51 2.03
C -5.85 3.47 1.83
C -5.18 2.27 1.20
C -5.64 1.02 0.88
C -4.70 0.06 0.43
C -3.37 0.34 0.20
P -2.11 -1.01 0.40
C -2.62 -1.33 2.14
C -3.58 -2.26 2.51
C -4.08 -2.27 3.81
C -3.64 -1.32 4.73
C -2.68 -0.40 4.35
C -2.15 -0.41 3.07
C -2.83 -2.41 -0.51
C -3.73 -2.27 -1.56
C -4.18 -3.38 -2.26
C -3.72 -4.64 -1.93
C -2.80 -4.79 -0.90
C -2.36 -3.69 -0.20
C -2.93 1.69 0.36
C -3.83 2.58 0.95
H -1.22 3.84 -1.95
H 0.13 5.66 -2.89
H 3.16 6.22 -2.69
H 2.79 5.83 -4.37
H 5.07 4.85 -2.79
H 4.70 4.46 -4.46
H 5.51 1.82 -3.14
H 4.23 -0.15 -2.50
H 3.48 -2.61 -0.52
H 5.10 -4.23 -1.43
H 5.33 -4.50 -3.88
H 3.92 -3.15 -5.40
H 2.30 -1.55 -4.48
H -0.15 -2.98 -2.19
H -1.78 -3.58 -3.91
H -2.30 -1.99 -5.75
H -1.14 0.20 -5.83
H 0.52 0.78 -4.13
H -0.27 3.80 0.41
H -1.85 5.23 1.65
H -4.95 5.46 1.55
H -4.54 4.71 3.08
H -6.64 3.86 1.18
H -6.32 3.20 2.78
H -6.67 0.73 1.04
H -5.04 -0.97 0.36
H -3.95 -2.98 1.80
H -4.82 -3.01 4.09
H -4.04 -1.32 5.73
H -2.32 0.33 5.07
H -1.39 0.32 2.80
H -4.08 -1.28 -1.84
H -4.88 -3.25 -3.08
H -4.07 -5.51 -2.48
H -2.42 -5.78 -0.64
H -1.64 -3.80 0.60
C 0.37 -2.30 3.67
C 0.21 -3.28 2.64
C 1.02 -2.94 1.58
C 1.69 -1.67 1.88
C 1.26 -1.35 3.24
C 1.76 -0.21 4.07
C 3.19 -1.52 1.61
C 1.33 -3.81 0.41
C -0.66 -4.50 2.79
C -0.26 -2.36 5.03
H 2.27 -0.57 4.98
H 0.94 0.43 4.39
H 2.45 0.42 3.52
H 3.67 -2.50 1.48
H 3.68 -1.05 2.45
H 3.44 -0.91 0.73
H 2.36 -4.18 0.44
H 1.22 -3.30 -0.55
H 0.69 -4.69 0.37
H -0.49 -5.23 2.00
H -1.73 -4.25 2.79
H -0.46 -5.01 3.74
H 0.40 -2.85 5.76
H -1.20 -2.90 5.03
H -0.46 -1.36 5.43
C 1.47 1.34 1.16
C 2.43 2.36 1.36
C 3.63 2.42 0.60
C 4.52 3.46 0.75
C 4.28 4.48 1.67
C 3.12 4.42 2.45
C 2.22 3.39 2.31
H 3.83 1.62 -0.10
H 5.42 3.47 0.15
H 4.98 5.30 1.79
H 2.93 5.20 3.18
H 1.32 3.35 2.92
```

Entry 10:
Entry from OMol25: a 2-piece molecular cluster, C2H2NO3S2 overall (ωB97M-V/def2-TZVPD).

LUMO   0.1282 Eh
Relative energy (zero: lowest compared OMol25 entry of this formula, charge and spin)   120.1 kJ/mol
Charge   -1

```
10
C2H2NO3S2, DFT ωB97M-V/def2-TZVPD
C -0.82 -1.05 1.92
C 0.39 1.89 -0.58
N -0.15 -0.88 0.96
O -1.64 -1.15 2.75
O 0.38 3.05 -0.85
O 1.51 -0.91 -0.97
S -1.12 -1.67 -1.61
S 0.43 -1.82 -0.45
H 0.21 1.25 -1.50
H 0.81 1.29 0.33
```

Entry 11:
Entry from OMol25: a 2-piece molecular cluster, C17H21N3O6 overall (ωB97M-V/def2-TZVPD).

LUMO   -0.0052 Eh
Relative energy (zero: lowest compared OMol25 entry of this formula, charge and spin)   0.0 kJ/mol
SMILES   CNC(=O)[C@H](CC(N)=O)NC(C)=O.Cc1cc(=O)oc2cc(O)ccc12
Charge   0

```
47
C17H21N3O6, DFT ωB97M-V/def2-TZVPD
C 6.50 3.84 0.15
N 5.38 3.12 0.73
C 5.01 1.88 0.40
O 5.62 1.25 -0.46
C 3.77 1.24 1.08
C 3.02 0.28 0.13
C 1.87 -0.47 0.79
N 0.79 -0.68 0.09
O 1.92 -0.83 1.95
N 2.80 2.17 1.67
C 2.99 2.93 2.75
C 1.77 3.61 3.32
O 4.08 3.11 3.26
H 7.43 3.33 0.40
H 6.54 4.86 0.53
H 6.40 3.86 -0.94
H 4.90 3.53 1.53
H 4.18 0.64 1.90
H 3.71 -0.47 -0.26
H 2.64 0.86 -0.72
H 0.01 -1.09 0.59
H 0.71 -0.37 -0.86
H 1.85 2.10 1.35
H 2.07 4.22 4.17
H 1.06 2.85 3.65
H 1.31 4.24 2.56
C -6.73 -1.47 -0.53
C -5.23 -1.51 -0.52
C -4.53 -0.71 0.35
C -3.07 -0.73 0.38
O -2.56 0.05 1.17
O -2.36 -1.56 -0.44
C -3.05 -2.35 -1.32
C -2.28 -3.17 -2.16
C -2.90 -4.00 -3.10
O -2.14 -4.78 -3.92
C -4.28 -4.02 -3.20
C -5.07 -3.22 -2.36
C -4.45 -2.38 -1.41
H -7.10 -1.16 -1.51
H -7.12 -0.77 0.21
H -7.14 -2.47 -0.30
H -5.03 -0.05 1.04
H -1.21 -3.14 -2.07
H -1.20 -4.68 -3.71
H -4.75 -4.67 -3.93
H -6.15 -3.26 -2.46
```

Entry 12:
Entry from OMol25: a 14-piece molecular cluster, H28O14 overall (ωB97M-V/def2-TZVPD).

LUMO   -0.0034 Eh
Relative energy (zero: lowest compared OMol25 entry of this formula, charge and spin)   168.2 kJ/mol
Charge   0

```
42
H28O14, DFT ωB97M-V/def2-TZVPD
O 0.84 -0.06 -0.27
H 0.34 0.67 -0.60
H 0.38 -0.32 0.55
O -0.23 0.16 2.40
H 0.34 0.90 2.06
H -0.98 0.67 2.63
O -1.95 2.33 1.79
H -1.36 3.10 1.98
H -1.73 2.19 0.89
O 0.66 -3.02 -0.15
H 1.09 -2.52 0.57
H -0.20 -2.64 -0.28
O -1.81 -1.93 -0.65
H -2.53 -1.95 0.04
H -2.10 -2.74 -1.05
O 1.44 1.67 -3.06
H 1.11 1.54 -3.96
H 2.35 1.94 -3.03
O 1.56 -1.07 -2.72
H 1.39 -1.19 -1.80
H 1.40 -0.17 -2.88
O -2.84 -1.04 2.16
H -1.91 -1.19 1.96
H -2.89 -1.58 2.96
O -1.66 0.25 -2.66
H -1.88 -0.24 -1.89
H -2.22 0.03 -3.35
O 3.42 -0.02 0.23
H 3.89 0.02 -0.59
H 2.50 0.04 0.00
O -0.18 -2.63 3.24
H 0.02 -3.57 2.99
H 0.21 -2.07 2.57
O -1.29 2.25 -1.08
H -1.84 3.01 -1.15
H -1.41 1.73 -1.88
O 2.34 -1.81 2.21
H 2.42 -2.25 3.10
H 2.36 -0.88 2.47
O 0.61 4.12 -1.51
H 0.13 3.39 -1.12
H 0.21 4.90 -1.10
```

Entry 13:
Entry from OMol25: one molecule with the formula C5H8N2O (ωB97M-V/def2-TZVPD).

LUMO   0.0275 Eh
Relative energy (zero: lowest compared OMol25 entry of this formula, charge and spin)   546.8 kJ/mol
SMILES   C#CCN/N=C\CO
Charge   0

```
16
C5H8N2O, DFT ωB97M-V/def2-TZVPD
C -1.03 -1.42 -1.44
C -1.05 -0.17 -1.37
C -0.66 1.23 -1.26
N 0.27 1.41 -0.18
N -0.55 0.97 0.99
C -0.17 -0.13 1.54
C 0.96 -1.13 1.24
O 2.24 -0.56 0.87
H -1.45 -2.39 -1.74
H -1.55 1.88 -0.96
H -0.18 1.70 -2.24
H 0.37 2.37 -0.20
H -0.94 -0.55 2.26
H 1.09 -1.91 2.06
H 0.55 -1.57 0.15
H 2.11 0.26 0.27
```

Entry 14:
Entry from OMol25: C5H10INO2S as an isolated structure (ωB97M-V/def2-TZVPD).

LUMO   0.0013 Eh
Relative energy (zero: lowest compared OMol25 entry of this formula, charge and spin)   139.8 kJ/mol
Charge   0

```
20
C5H10INO2S, DFT ωB97M-V/def2-TZVPD
C 2.15 0.78 -0.32
C -1.17 0.56 -1.08
C -1.46 -1.61 0.21
C -0.46 0.48 1.35
C -0.67 -0.26 0.01
N 1.60 1.95 -0.56
O 1.40 -1.49 0.84
O 1.32 -1.35 -1.62
S 1.08 -0.75 -0.33
I 4.15 0.23 0.07
H -0.50 1.28 -1.49
H -1.45 0.00 -1.96
H -2.10 1.07 -0.81
H -1.43 -2.53 -0.35
H -2.43 -1.36 0.33
H -1.18 -1.88 1.22
H -1.04 1.35 1.58
H -0.58 -0.09 2.17
H 0.54 0.85 1.32
H 2.23 2.77 -0.59
```

Entry 15:
Entry from OMol25: an isolated ion of composition C5H14N5P and charge +2 (ωB97M-V/def2-TZVPD).

LUMO   -0.2755 Eh
Relative energy (zero: lowest compared OMol25 entry of this formula, charge and spin)   72.1 kJ/mol
SMILES   C[N+](C)=C1N=[P@@H](C)NC(=[NH2+])N1
Charge   +2

```
25
C5H14N5P, DFT ωB97M-V/def2-TZVPD
C 2.34 -1.86 -0.18
N 1.90 -0.50 -0.22
C 2.83 0.56 0.02
C 0.61 -0.16 -0.26
N -0.30 -1.06 -0.45
P -1.85 -0.79 -0.60
C -3.10 -1.85 0.89
N -1.89 0.94 -0.61
C -0.87 1.70 -0.19
N -1.15 2.95 0.17
N 0.34 1.19 0.02
H 1.54 -2.47 -0.02
H 2.82 -2.35 -1.14
H 3.21 -2.02 0.65
H 3.88 0.41 -0.16
H 2.67 1.39 -0.51
H 2.96 0.87 1.16
H -2.24 -1.29 -1.94
H -4.01 -1.97 0.40
H -2.44 -2.65 0.88
H -3.16 -1.11 1.66
H -2.65 1.51 -0.99
H -2.07 3.29 0.38
H -0.42 3.55 0.53
H 1.05 1.71 0.50
```

What DFT total energy values result from the calculations? In sequence: -47689.1109; -16053.7047; -33624.8432; -8867.1862; -5115.6994; -99889.8589; -8371.6683; -7830.8524; -128195.3040; -31409.9188; -34726.8140; -29119.9081; -10337.0594; -29865.7083; -22134.0947 eV.
What max |F| values result from the calculations? In sequence: 8.90; 2.68; 5.33; 1.74; 6.45; 1.09; 0.50; 0.44; 3.36; 4.11; 3.07; 2.93; 4.50; 4.07; 5.26 eV/Å.